Arrangement A

Here is a single C2H5NOS molecule from the OMol25 dataset. Energies are from the ωB97M-V functional and the def2-TZVPD basis.

Last columns: bonded neighbours and bond lengths (Å).
Cartesian coordinates (Å):
1 S 0.19 0.10 -1.75  N3 1.873, C5 1.779
2 O -0.45 -1.51 0.46  N3 1.546, C4 1.440
3 N 0.32 -1.56 -0.87  S1 1.873, O2 1.546, H9 0.976
4 C -0.51 -0.08 0.65  O2 1.440, C5 1.569, H6 1.150, H10 1.134
5 C 0.11 1.05 -0.25  S1 1.779, C4 1.569, H7 1.171, H8 1.166
6 H -1.64 0.04 0.83  C4 1.150
7 H -0.55 2.01 -0.22  C5 1.171
8 H 1.19 1.31 0.11  C5 1.166
9 H 1.22 -1.38 -0.55  N3 0.976
10 H 0.13 0.01 1.58  C4 1.134

- 2S+1: 1
- Kohn-Sham gap: 9.9 eV
- Charge: 0

These are the Löwdin partial charges, in e, on atoms 1 to 5: S 0.8145; O -0.2014; N -0.2162; C -0.3392; C -0.5188

Arrangement B

Here is a single C2H5NOS molecule from the OMol25 dataset. Energies are from the ωB97M-V functional and the def2-TZVPD basis.

Last columns: bonded neighbours and bond lengths (Å).
Cartesian coordinates (Å):
1 S -1.93 0.51 0.82  N3 1.691, C5 1.854
2 O -3.66 -0.58 -0.90  C5 1.175
3 N -0.55 1.21 0.14  S1 1.691, C4 1.433, H8 1.018
4 C 0.48 0.23 -0.05  N3 1.433, H6 1.054, H9 1.065, H10 1.107
5 C -2.53 -0.35 -0.70  S1 1.854, O2 1.175, H7 1.129
6 H 1.29 0.42 0.61  C4 1.054
7 H -1.65 -0.71 -1.32  C5 1.129
8 H -0.76 1.76 -0.68  N3 1.018
9 H 0.78 0.22 -1.07  C4 1.065
10 H 0.10 -0.77 0.26  C4 1.107

- 2S+1: 1
- Kohn-Sham gap: 9.8 eV
- Charge: 0

These are the Löwdin partial charges, in e, on atoms 1 to 5: S 0.8860; O 0.0052; N -0.4751; C -0.2275; C -0.5440

Taking the most stable structure as the zero point, the relative energies in kcal/mol are arrangement A 61.9; arrangement B 0.0.

Arrangement A

Here is a 3-piece molecular cluster, C2H11N2O2 overall from the OMol25 dataset. Energies are from the ωB97M-V functional and the def2-TZVPD basis.

Last columns: bonded neighbours and bond lengths (Å).
Cartesian coordinates (Å):
1 O 3.39 -3.51 -0.64  H12 1.019, H14 0.997
2 O 0.86 3.66 0.15  H9 0.981, H16 0.945
3 N -1.05 1.34 0.89  C6 1.346, H10 1.040, H15 1.018
4 N -0.78 -1.19 -0.68  C5 1.475, H7 1.022, H13 1.049, H17 1.012
5 C -1.98 -0.65 0.00  N4 1.475, C6 1.373, H11 1.144
6 C -2.04 0.44 0.83  N3 1.346, C5 1.373, H8 1.092
7 H -0.82 -0.90 -1.65  N4 1.022
8 H -2.85 0.39 1.57  C6 1.092
9 H 0.84 4.36 -0.54  O2 0.981
10 H -0.21 1.02 1.42  N3 1.040
11 H -2.81 -1.43 -0.12  C5 1.144
12 H 3.60 -2.56 -0.94  O1 1.019
13 H -0.66 -2.23 -0.55  N4 1.049
14 H 3.72 -3.39 0.29  O1 0.997
15 H -0.94 2.18 0.32  N3 1.018
16 H 1.68 3.25 -0.06  O2 0.945
17 H 0.04 -0.76 -0.29  N4 1.012

- 2S+1: 1
- Kohn-Sham gap: 9.8 eV
- Charge: +1

These are the Löwdin partial charges, in e, on atoms 1 to 5: O -0.1189; O -0.0515; N 0.0305; N 0.1876; C -0.0716

Arrangement B

Here is a 3-piece molecular cluster, C2H11N2O2 overall from the OMol25 dataset. Energies are from the ωB97M-V functional and the def2-TZVPD basis.

Last columns: bonded neighbours and bond lengths (Å).
Cartesian coordinates (Å):
1 O -2.64 1.98 -0.03  H7 0.966, H13 0.968
2 O -1.82 -0.46 0.95  H9 0.966, H16 0.978
3 N 1.34 -0.01 0.04  C5 1.443, C6 1.316, H8 1.018
4 N -0.29 -1.14 -1.15  C6 1.313, H11 1.007, H17 1.040
5 C 2.69 0.02 0.54  N3 1.443, H12 1.087, H14 1.085, H15 1.081
6 C 0.97 -0.82 -0.93  N3 1.316, N4 1.313, H10 1.069
7 H -3.22 2.76 -0.01  O1 0.966
8 H 0.53 0.29 0.58  N3 1.018
9 H -2.06 -0.88 1.79  O2 0.966
10 H 1.72 -1.24 -1.56  C6 1.069
11 H -0.45 -1.82 -1.87  N4 1.007
12 H 3.01 1.06 0.64  C5 1.087
13 H -2.65 1.73 -0.96  O1 0.968
14 H 3.30 -0.49 -0.19  C5 1.085
15 H 2.75 -0.44 1.52  C5 1.081
16 H -2.25 0.42 1.00  O2 0.978
17 H -0.93 -0.97 -0.35  N4 1.040

- 2S+1: 1
- Kohn-Sham gap: 11.7 eV
- Charge: +1

These are the Löwdin partial charges, in e, on atoms 1 to 5: O -0.0480; O -0.0537; N 0.0167; N 0.1832; C -0.0247

Arrangement C

Here is a 3-piece molecular cluster, C2H11N2O2 overall from the OMol25 dataset. Energies are from the ωB97M-V functional and the def2-TZVPD basis.

Last columns: bonded neighbours and bond lengths (Å).
Cartesian coordinates (Å):
1 O -0.05 -2.40 -1.57  H11 0.963, H16 0.963
2 O 0.15 0.04 3.66  H7 0.963, H10 0.969
3 N -0.09 1.98 -1.97  C5 1.473, H8 1.026, H9 1.020, H12 1.022
4 N 0.04 -0.46 0.79  C6 1.331, H13 1.008, H15 1.011
5 C -0.06 0.67 -1.30  N3 1.473, C6 1.346, H17 1.079
6 C -0.01 0.64 0.05  N4 1.331, C5 1.346, H14 1.085
7 H 0.93 0.19 4.20  O2 0.963
8 H 0.76 2.22 -2.49  N3 1.026
9 H -0.85 2.05 -2.65  N3 1.020
10 H -0.55 -0.15 4.30  O2 0.969
11 H 0.66 -3.03 -1.76  O1 0.963
12 H -0.22 2.74 -1.29  N3 1.022
13 H 0.05 -1.36 0.35  N4 1.008
14 H -0.05 1.58 0.59  C6 1.085
15 H 0.10 -0.41 1.80  N4 1.011
16 H -0.85 -2.91 -1.73  O1 0.963
17 H -0.01 -0.18 -1.96  C5 1.079

- 2S+1: 1
- Kohn-Sham gap: 9.0 eV
- Charge: +1

These are the Löwdin partial charges, in e, on atoms 1 to 5: O -0.0450; O -0.0499; N 0.1610; N 0.1178; C -0.1178

Arrangement D

Here is a 3-piece molecular cluster, C2H11N2O2 overall from the OMol25 dataset. Energies are from the ωB97M-V functional and the def2-TZVPD basis.

Last columns: bonded neighbours and bond lengths (Å).
Cartesian coordinates (Å):
1 O 0.41 -2.89 1.51  H8 0.963, H9 0.962
2 O 0.16 -1.49 -0.87  H10 0.965, H14 0.978
3 N -1.82 0.58 -0.34  C5 1.322, H11 1.007, H13 1.011
4 N 0.39 1.24 -0.43  C5 1.302, C6 1.459, H15 1.018
5 C -0.84 1.41 -0.03  N3 1.322, N4 1.302, H16 1.092
6 C 1.41 2.21 -0.06  N4 1.459, H7 1.085, H12 1.087, H17 1.089
7 H 1.01 3.22 -0.18  C6 1.085
8 H -0.10 -2.62 2.29  O1 0.963
9 H 1.33 -2.84 1.76  O1 0.962
10 H 0.60 -1.98 -1.58  O2 0.965
11 H -2.80 0.84 -0.30  N3 1.007
12 H 1.85 2.12 0.93  C6 1.087
13 H -1.55 -0.18 -0.95  N3 1.011
14 H 0.01 -2.15 -0.17  O2 0.978
15 H 0.65 0.34 -0.83  N4 1.018
16 H -1.01 2.02 0.86  C5 1.092
17 H 2.20 2.21 -0.82  C6 1.089

- 2S+1: 1
- Kohn-Sham gap: 11.3 eV
- Charge: +1

These are the Löwdin partial charges, in e, on atoms 1 to 5: O -0.0366; O -0.0633; N 0.1837; N 0.0215; C -0.1420

Taking the most stable structure as the zero point, the relative energies in kcal/mol are arrangement A 67.6; arrangement B 0.0; arrangement C 21.0; arrangement D 6.2.

Arrangement A

Here is a single C2H3NO2 molecule from the OMol25 dataset. Energies are from the ωB97M-V functional and the def2-TZVPD basis.

Last columns: bonded neighbours and bond lengths (Å).
Cartesian coordinates (Å):
1 O -0.37 0.50 -0.37  N3 1.457, C5 1.394
2 O -2.16 -0.85 0.05  C5 1.186
3 N 0.43 -0.71 -0.46  O1 1.457, C4 1.388
4 C 1.61 -0.24 0.10  N3 1.388, H6 1.322, H8 1.125
5 C -1.71 0.24 -0.06  O1 1.394, O2 1.186, H7 1.143
6 H 2.04 0.83 0.76  C4 1.322
7 H -2.25 1.25 -0.01  C5 1.143
8 H 2.41 -1.03 -0.01  C4 1.125

- 2S+1: 1
- Kohn-Sham gap: 10.9 eV
- Charge: 0

These are the Löwdin partial charges, in e, on atoms 1 to 5: O -0.1602; O 0.0811; N 0.0412; C -0.0074; C -0.3360

Arrangement B

Here is a single C2H3NO2 molecule from the OMol25 dataset. Energies are from the ωB97M-V functional and the def2-TZVPD basis.

Last columns: bonded neighbours and bond lengths (Å).
Cartesian coordinates (Å):
1 O 1.42 -1.23 0.42  C5 1.206
2 O -0.10 1.75 -0.33  C4 1.218
3 N -1.18 -0.18 0.25  C4 1.350, H6 1.009, H8 1.009
4 C -0.11 0.55 -0.10  O2 1.218, N3 1.350, C5 1.528
5 C 1.20 -0.23 -0.21  O1 1.206, C4 1.528, H7 1.106
6 H -2.07 0.29 0.40  N3 1.009
7 H 1.93 0.22 -0.91  C5 1.106
8 H -1.09 -1.16 0.47  N3 1.009

- 2S+1: 1
- Kohn-Sham gap: 10.0 eV
- Charge: 0

These are the Löwdin partial charges, in e, on atoms 1 to 5: O 0.0766; O 0.0620; N 0.1773; C -0.5146; C -0.1583

Taking the most stable structure as the zero point, the relative energies in kcal/mol are arrangement A 82.6; arrangement B 0.0.